Formula: C35H41N2O2Si
Source: the OMol25 dataset
Level of theory: ωB97M-V with the def2-TZVPD basis set

- Orbital gap: 7.9 eV
- Total charge: +1

Geometry (Å):
1 C 5.201 1.924 0.620
2 Si 4.875 0.288 1.437
3 C 6.315 -0.878 1.264
4 C 4.377 0.458 3.220
5 O 3.645 -0.440 0.568
6 C 2.264 -0.670 0.763
7 C 2.065 -1.864 1.722
8 C 3.080 -2.814 1.895
9 C 2.915 -3.852 2.820
10 C 1.709 -3.984 3.506
11 C 0.659 -3.100 3.258
12 C 0.835 -2.040 2.361
13 C 1.579 0.648 1.160
14 C 1.145 0.891 2.464
15 C 0.489 2.095 2.761
16 C 0.355 3.084 1.788
17 C 0.903 2.886 0.519
18 C 1.551 1.684 0.221
19 C 1.737 -1.132 -0.649
20 C 2.375 -2.454 -1.122
21 C 1.349 -3.555 -0.861
22 C -0.001 -2.842 -0.663
23 N 0.295 -1.426 -0.646
24 C -0.690 -0.526 -0.713
25 C -2.038 -0.855 -0.542
26 C -2.955 0.141 -0.220
27 C -4.325 -0.137 0.154
28 C -5.382 0.771 -0.101
29 C -6.652 0.541 0.418
30 C -6.902 -0.597 1.201
31 C -5.884 -1.534 1.422
32 C -4.619 -1.328 0.875
33 H 5.977 2.471 1.171
34 H 5.551 1.770 -0.411
35 H 4.296 2.546 0.584
36 H 7.200 -0.444 1.746
37 H 6.101 -1.844 1.745
38 H 6.544 -1.061 0.206
39 H 5.280 0.689 3.806
40 H 3.649 1.267 3.369
41 H 3.943 -0.475 3.609
42 H 4.011 -2.745 1.319
43 H 3.747 -4.541 2.988
44 H 1.588 -4.780 4.239
45 H -0.304 -3.210 3.763
46 H 0.023 -1.331 2.163
47 H 1.334 0.155 3.252
48 H 0.074 2.228 3.763
49 H -0.161 4.016 2.022
50 H 0.828 3.658 -0.250
51 H 2.054 1.556 -0.741
52 H 1.939 -0.336 -1.382
53 H 2.513 -2.355 -2.202
54 H 3.350 -2.651 -0.674
55 H 1.277 -4.252 -1.707
56 H 1.587 -4.144 0.038
57 H -0.681 -3.068 -1.492
58 H -0.495 -3.172 0.264
59 H -0.413 0.522 -0.853
60 H -2.361 -1.907 -0.605
61 H -2.568 1.175 -0.079
62 H -5.175 1.635 -0.735
63 H -7.458 1.247 0.212
64 H -7.892 -0.769 1.623
65 H -6.075 -2.429 2.022
66 H -3.820 -2.052 1.052
67 C -3.128 3.659 -6.707
68 O -2.921 4.169 -5.364
69 C -3.018 3.301 -4.320
70 C -2.662 3.824 -3.060
71 C -2.641 2.977 -1.969
72 N -3.008 1.686 -2.044
73 C -3.365 1.181 -3.231
74 C -3.411 1.940 -4.403
75 H -2.915 4.529 -7.332
76 H -2.419 2.845 -6.947
77 H -4.176 3.346 -6.853
78 H -2.381 4.862 -2.935
79 H -2.326 3.344 -0.986
80 H -3.634 0.122 -3.246
81 H -3.726 1.462 -5.332

Formula: C35H42AsCaN7O4
Source: the OMol25 dataset
Level of theory: ωB97M-V with the def2-TZVPD basis set

- Orbital gap (alpha / beta): 3.8 / 4.5 eV
- Total charge: -2

Geometry (Å):
1 Ca 0.753 -1.098 0.978
2 O -3.111 -2.882 0.124
3 C -2.098 -2.389 0.638
4 N -0.823 -2.319 -0.024
5 C -0.484 -3.135 -1.034
6 O -1.033 -4.134 -1.485
7 C 0.838 -2.699 -1.734
8 C 1.413 -3.451 -2.655
9 C 2.698 -3.067 -3.270
10 C 3.283 -1.923 -2.956
11 C 2.695 -1.007 -1.950
12 N 1.432 -1.461 -1.292
13 C -2.144 -1.728 1.928
14 C -3.398 -1.618 2.595
15 C -3.500 -0.954 3.776
16 C -2.322 -0.356 4.353
17 C -1.138 -0.511 3.675
18 N -0.983 -1.167 2.516
19 H 0.932 -4.394 -2.881
20 H 3.164 -3.743 -3.978
21 H 4.250 -1.654 -3.366
22 H 3.400 -0.543 -1.267
23 H -4.252 -2.079 2.114
24 H -4.460 -0.876 4.277
25 H -2.348 0.190 5.287
26 H -0.226 -0.071 4.073
27 N 2.530 0.228 3.415
28 N 3.274 0.959 2.469
29 C 2.757 1.080 1.165
30 O 3.572 1.341 0.266
31 O 1.500 0.892 1.032
32 H 2.650 0.644 4.327
33 H 2.792 -0.753 3.435
34 H 4.267 0.765 2.438
35 C -4.915 2.280 2.112
36 C -3.541 2.903 1.885
37 As -2.308 1.684 0.976
38 C -3.425 1.256 -0.588
39 C -3.936 2.421 -1.424
40 C -1.180 3.096 0.191
41 C -0.319 3.739 1.279
42 H -5.525 2.892 2.784
43 H -4.824 1.286 2.557
44 H -5.468 2.169 1.177
45 H -3.075 3.122 2.847
46 H -3.606 3.846 1.332
47 H -4.245 0.652 -0.195
48 H -2.838 0.565 -1.194
49 H -4.472 3.156 -0.816
50 H -4.625 2.079 -2.205
51 H -3.119 2.952 -1.917
52 H -1.792 3.841 -0.323
53 H -0.538 2.619 -0.555
54 H -0.936 4.170 2.074
55 H 0.301 4.543 0.871
56 H 0.347 2.999 1.726
57 N 5.286 -5.876 5.062
58 C 4.613 -5.193 4.405
59 C 3.792 -4.358 3.605
60 C 4.318 -3.633 2.491
61 C 3.493 -2.830 1.763
62 N 2.158 -2.630 2.014
63 C 1.648 -3.356 3.068
64 C 2.390 -4.188 3.854
65 H 5.361 -3.722 2.214
66 H 3.898 -2.285 0.914
67 H 0.589 -3.224 3.255
68 H 1.908 -4.723 4.662
69 C -0.851 -0.539 -3.187
70 C 0.544 0.073 -3.345
71 C 1.121 -0.384 -4.692
72 C 1.424 -0.214 -2.102
73 C 0.469 1.608 -3.391
74 C -0.733 2.302 -3.428
75 C -0.755 3.696 -3.470
76 C 0.428 4.414 -3.464
77 C 1.639 3.732 -3.412
78 C 1.655 2.346 -3.377
79 H -0.804 -1.624 -3.214
80 H -1.497 -0.222 -4.010
81 H -1.322 -0.261 -2.243
82 H 1.080 -1.465 -4.795
83 H 2.159 -0.070 -4.820
84 H 0.525 0.066 -5.491
85 H 1.411 0.627 -1.416
86 H -1.671 1.764 -3.401
87 H -1.708 4.212 -3.483
88 H 0.409 5.497 -3.478
89 H 2.573 4.278 -3.374
90 H 2.605 1.827 -3.296

Which ΔE to the lowest compared entry with this formula, charge and spin belongs to each record? In order, 5.8, 6.0 kcal/mol.